Record 1
Formula: C2H8N2O2
Source: the Open Molecules 2025 dataset
Level of theory: ωB97M-V/def2-TZVPD

Each line ends with the Mulliken charge.
Cartesian coordinates (Å):
C: 1.662 0.402 0.187  -0.320
C: -1.071 -1.014 -0.561  0.155
N: -1.712 1.257 0.081  -0.682
N: -1.713 -0.141 0.285  -0.016
O: -0.312 -2.015 -0.256  -0.366
O: 0.741 0.629 -0.720  -0.729
H: 1.305 -0.533 0.897  -0.008
H: 1.841 1.334 0.918  0.169
H: 2.572 0.185 -0.390  0.155
H: -1.107 -0.706 -1.677  0.291
H: -2.205 1.454 -0.862  0.276
H: -0.658 1.452 -0.174  0.395
H: -1.439 -0.389 1.224  0.312
H: 0.196 -2.072 0.596  0.367

Summary:
Lowest unoccupied orbital energy in Ha: -0.0020
HOMO energy in eV: -7.8
HOMO-LUMO gap in eV: 7.764
Energy relative to the best compared isomer or geometry (same formula, charge and spin) in eV: 5.703

Record 2
Formula: C23H26Cl3N6O4Sn
Source: the Open Molecules 2025 dataset
Level of theory: ωB97M-V/def2-TZVPD

Each line ends with the Mulliken charge.
Cartesian coordinates (Å):
Sn: 0.625 0.392 -0.601  1.093
N: -0.695 -1.725 3.718  0.012
C: -1.065 -0.513 2.945  1.152
C: -2.506 -0.614 2.446  -1.244
C: -2.785 0.563 1.503  -0.133
N: -2.011 0.436 0.237  -0.170
C: -2.480 1.875 2.251  -1.294
C: -1.120 1.970 2.935  -0.057
N: -0.045 2.100 1.956  -0.319
C: -0.881 0.730 3.794  -1.466
H: -0.565 -2.540 3.054  0.117
H: -1.420 -1.963 4.397  0.436
H: 0.188 -1.576 4.209  0.464
H: -0.393 -0.457 2.088  -0.738
H: -3.192 -0.554 3.295  0.544
H: -2.682 -1.553 1.920  0.369
H: -3.858 0.568 1.271  0.412
H: -2.220 1.255 -0.331  0.282
H: -2.362 -0.368 -0.278  0.154
H: -3.246 1.999 3.019  0.433
H: -2.585 2.711 1.555  0.430
H: -1.147 2.841 3.605  0.369
H: 0.830 2.300 2.432  0.233
H: -0.236 2.897 1.354  0.268
H: -1.594 0.731 4.623  0.332
H: 0.133 0.770 4.204  0.604
O: -0.499 2.453 -1.490  -0.627
C: -0.256 3.115 -2.510  -0.190
C: 0.762 2.907 -3.483  0.645
C: 0.879 3.857 -4.512  -0.502
C: 1.826 3.722 -5.489  -0.409
C: 2.694 2.613 -5.490  -0.369
C: 2.595 1.674 -4.507  -0.698
C: 1.641 1.774 -3.455  0.430
O: 1.608 0.864 -2.555  -0.649
N: 1.942 4.724 -6.533  1.006
O: 2.773 4.541 -7.401  -0.614
O: 1.200 5.688 -6.472  -0.618
H: -0.908 3.982 -2.709  0.358
H: 0.221 4.716 -4.532  0.493
H: 3.429 2.526 -6.277  0.495
H: 3.251 0.815 -4.497  0.449
C: 0.156 -1.867 -1.554  -2.269
C: -0.429 -2.865 -0.705  1.514
C: 0.334 -3.546 0.270  -0.258
C: -0.227 -4.475 1.125  -1.266
C: -1.592 -4.811 1.020  0.583
C: -2.360 -4.168 0.044  -0.780
C: -1.794 -3.225 -0.783  -0.478
C: -2.162 -5.722 1.946  -0.004
N: -2.605 -6.400 2.765  -0.484
H: -0.418 -1.682 -2.460  0.529
H: 1.201 -2.077 -1.783  0.568
H: 1.394 -3.338 0.331  0.436
H: 0.407 -5.065 1.779  0.504
H: -3.402 -4.436 -0.068  0.509
H: -2.404 -2.769 -1.552  0.467
Cl: 5.817 -0.250 0.252  -0.068
C: 5.067 -1.000 1.675  0.760
Cl: 5.551 -0.143 3.161  -0.089
Cl: 5.509 -2.718 1.781  -0.076
C: 3.626 -0.891 1.565  -0.155
N: 2.484 -0.795 1.500  -0.425

Summary:
Lowest unoccupied orbital energy in Ha: -0.1140
HOMO energy in eV: -9.7
HOMO-LUMO gap in eV: 6.607
Charge: +1
Energy relative to the best compared isomer or geometry (same formula, charge and spin) in eV: 1.246

Record 3
Formula: C19H31N4O2Sn
Source: the Open Molecules 2025 dataset
Level of theory: ωB97M-V/def2-TZVPD

Each line ends with the Mulliken charge.
Cartesian coordinates (Å):
Sn: -0.156 -0.431 -0.359  2.518
N: 0.146 -0.112 1.815  -0.540
C: 0.391 -1.335 2.637  -0.449
C: -0.565 -2.428 2.188  -0.932
N: -0.499 -2.589 0.721  -0.196
C: 0.499 -3.560 0.216  -0.760
C: 1.820 -2.868 -0.088  -0.585
N: 1.571 -1.669 -0.938  -0.429
H: 0.900 0.559 1.951  0.142
H: -0.707 0.347 2.142  0.480
H: 0.247 -1.106 3.692  0.525
H: 1.430 -1.626 2.502  0.142
H: -1.588 -2.158 2.453  0.420
H: -0.331 -3.359 2.708  0.418
H: -1.416 -2.867 0.385  0.382
H: 0.101 -4.016 -0.691  0.332
H: 0.668 -4.369 0.929  0.414
H: 2.498 -3.552 -0.597  0.560
H: 2.319 -2.527 0.817  0.205
H: 1.406 -1.958 -1.904  0.419
H: 2.389 -1.059 -0.942  0.243
C: 3.370 0.769 1.422  -0.976
O: 2.492 0.716 0.276  -0.272
C: 2.698 1.825 -0.607  -0.597
C: 2.244 1.416 -1.980  -0.793
O: 0.892 0.884 -1.930  -0.037
C: 0.183 1.158 -3.179  -0.836
H: 4.411 0.771 1.100  0.308
H: 3.192 -0.122 2.022  0.335
H: 3.178 1.666 2.016  0.381
H: 3.758 2.086 -0.655  0.588
H: 2.150 2.700 -0.247  0.262
H: 2.898 0.659 -2.420  0.353
H: 2.245 2.288 -2.635  0.532
H: 0.048 2.234 -3.275  0.356
H: -0.777 0.655 -3.143  0.207
H: 0.771 0.774 -4.012  0.379
C: -1.659 3.747 0.532  -1.105
C: -2.907 3.700 -0.085  -0.540
C: -3.314 2.543 -0.725  -1.195
C: -2.478 1.431 -0.742  0.825
N: -1.276 1.491 -0.130  0.200
C: -0.875 2.621 0.483  -0.171
C: -2.815 0.157 -1.437  0.871
C: -4.038 -0.043 -2.074  -0.872
C: -4.284 -1.224 -2.760  -0.985
C: -3.322 -2.223 -2.822  -0.902
C: -2.105 -2.047 -2.175  -0.637
C: -1.860 -0.864 -1.489  0.346
H: -1.310 4.638 1.033  0.489
H: -3.556 4.566 -0.068  0.482
H: -4.276 2.513 -1.212  0.481
H: 0.111 2.606 0.934  0.450
H: -4.814 0.710 -2.045  0.437
H: -5.237 -1.364 -3.252  0.462
H: -3.518 -3.134 -3.371  0.499
H: -1.360 -2.834 -2.232  0.366

Summary:
Lowest unoccupied orbital energy in Ha: -0.3481
HOMO energy in eV: -17.8
HOMO-LUMO gap in eV: 8.327
Charge: +3

Record 4
Formula: C12H30N2O4Rb
Source: the Open Molecules 2025 dataset
Level of theory: ωB97M-V/def2-TZVPD

Each line ends with the Mulliken charge.
Cartesian coordinates (Å):
Rb: -0.282 -0.688 0.697  0.685
C: -1.086 -0.047 4.200  -0.924
O: -1.959 -0.197 3.148  -0.248
C: -2.923 0.861 2.951  -0.522
C: -3.467 0.871 1.482  -0.932
N: -2.431 1.144 0.447  0.092
C: -1.952 2.556 0.420  -0.710
C: -1.057 2.849 -0.850  -0.678
O: 0.135 2.012 -0.947  -0.154
C: 0.741 2.147 -2.212  -0.930
H: -1.475 0.101 5.208  0.357
H: -0.397 0.791 4.089  0.364
H: -0.466 -0.887 4.512  0.336
H: -2.444 1.827 3.109  0.362
H: -3.776 0.860 3.630  0.403
H: -4.347 1.506 1.377  0.427
H: -3.829 -0.142 1.304  0.370
H: -2.814 0.916 -0.459  0.113
H: -1.328 2.629 1.311  0.341
H: -2.800 3.240 0.378  0.358
H: -0.754 3.895 -0.801  0.376
H: -1.711 2.742 -1.716  0.446
H: 1.396 3.018 -2.196  0.346
H: -0.044 2.220 -2.965  0.418
H: 1.406 1.345 -2.534  0.213
C: 3.061 0.289 2.276  -0.830
O: 2.438 -0.436 1.182  -0.093
C: 3.356 -1.352 0.481  -0.727
C: 2.726 -1.862 -0.851  -0.486
N: 1.553 -2.709 -0.668  0.145
C: 0.985 -3.352 -1.871  -0.853
C: 0.456 -2.291 -2.847  -0.521
O: -0.585 -1.529 -2.375  -0.180
C: -1.134 -0.574 -3.330  -0.687
H: 3.239 -0.384 3.114  0.347
H: 2.347 0.999 2.693  0.227
H: 3.937 0.883 2.012  0.343
H: 3.764 -2.200 1.030  0.434
H: 4.212 -0.748 0.179  0.436
H: 3.473 -2.315 -1.503  0.498
H: 2.518 -0.966 -1.436  0.155
H: 1.964 -3.481 -0.163  0.358
H: 0.364 -4.178 -1.526  0.452
H: 1.770 -3.914 -2.378  0.438
H: 0.117 -2.939 -3.655  0.395
H: 1.212 -1.628 -3.268  0.433
H: -0.560 0.336 -3.505  0.178
H: -2.078 -0.285 -2.869  0.235
H: -1.471 -0.933 -4.303  0.392

Summary:
Expectation value of S²: 0.754
Lowest unoccupied orbital energy (alpha / beta) in Ha: -0.2102 / -0.4288
HOMO energy (alpha / beta) in eV: -15.0 / -14.9
HOMO-LUMO gap (alpha / beta) in eV: 9.300 / 3.219
Charge: +2
Energy relative to the best compared isomer or geometry (same formula, charge and spin) in eV: 0.559
Spin multiplicity: 2

Record 5
Formula: CH3Cl2P
Source: the Open Molecules 2025 dataset
Level of theory: ωB97M-V/def2-TZVPD

Each line ends with the Mulliken charge.
Cartesian coordinates (Å):
C: -0.610 1.284 0.158  -0.675
P: 1.348 -1.222 0.206  0.110
Cl: -2.091 1.005 -0.493  -0.096
Cl: 1.500 -2.395 -1.329  -0.153
H: 0.121 1.688 -0.493  0.394
H: -0.494 1.483 1.222  0.366
H: 0.226 -1.843 0.728  0.053

Summary:
Lowest unoccupied orbital energy (alpha / beta) in Ha: -0.0335 / -0.0046
HOMO energy (alpha / beta) in eV: -8.4 / -8.3
HOMO-LUMO gap (alpha / beta) in eV: 7.497 / 8.126
Energy relative to the best compared isomer or geometry (same formula, charge and spin) in eV: 3.955

Record 6
Formula: C6H9N2OS
Source: the Open Molecules 2025 dataset
Level of theory: ωB97M-V/def2-TZVPD

Each line ends with the Mulliken charge.
Cartesian coordinates (Å):
C: 2.503 -0.243 -1.596  -0.517
C: 2.975 -1.345 -0.982  -0.225
C: 1.104 -0.213 0.219  0.052
C: -2.327 -0.258 0.610  -0.462
C: -1.993 1.036 -0.150  -0.267
C: -0.419 0.624 1.394  -0.055
N: 1.511 0.393 -0.928  0.003
N: -1.360 -0.297 1.716  -0.221
O: -0.780 1.455 0.451  -0.394
S: 1.965 -1.618 0.376  -0.092
H: 2.946 0.057 -2.491  0.427
H: 3.723 -1.964 -1.324  0.467
H: -3.205 -0.349 1.207  0.379
H: -2.321 -1.028 -0.185  0.222
H: -1.852 0.964 -1.241  0.305
H: -2.884 1.711 -0.059  0.273
H: 0.328 1.000 2.022  0.526
H: -1.022 -1.227 2.016  0.324
H: 1.107 1.302 -1.055  0.255

Summary:
Lowest unoccupied orbital energy in Ha: -0.1114
HOMO energy in eV: -13.6
HOMO-LUMO gap in eV: 10.536
Charge: +1
Energy relative to the best compared isomer or geometry (same formula, charge and spin) in eV: 0.890

Record 7
Formula: C4H12N2
Source: the Open Molecules 2025 dataset
Level of theory: ωB97M-V/def2-TZVPD

Each line ends with the Mulliken charge.
Cartesian coordinates (Å):
C: 0.185 -1.828 -1.277  -1.113
C: 0.228 -0.363 -1.710  -0.489
C: -0.385 0.544 -0.636  -0.611
N: 0.596 0.807 0.420  -0.241
C: -0.027 1.340 1.617  -0.682
N: -0.510 0.341 2.548  -0.588
H: -0.662 -2.159 -0.676  0.299
H: 1.046 -2.088 -0.650  0.289
H: 0.288 -2.514 -2.121  0.347
H: 1.268 -0.155 -1.963  0.274
H: -0.357 -0.270 -2.631  0.312
H: -1.373 0.211 -0.325  0.411
H: -0.621 1.532 -1.097  0.307
H: 1.449 1.161 0.027  0.226
H: 0.784 1.883 2.125  0.403
H: -0.841 2.051 1.445  0.360
H: -1.278 -0.176 2.120  0.239
H: 0.213 -0.318 2.786  0.257

Summary:
Structure (SMILES): CCCNCN
Lowest unoccupied orbital energy in Ha: 0.0436
HOMO energy in eV: -8.6
HOMO-LUMO gap in eV: 9.748
Energy relative to the best compared isomer or geometry (same formula, charge and spin) in eV: 0.772

Record 8
Formula: C5H39NO13
Source: the Open Molecules 2025 dataset
Level of theory: ωB97M-V/def2-TZVPD

Each line ends with the Mulliken charge.
Cartesian coordinates (Å):
C: 0.534 0.235 -1.965  -0.491
C: -0.325 1.477 -2.085  2.597
C: -1.030 1.480 -3.443  -1.521
C: 0.483 2.806 -1.846  -0.776
C: 1.961 2.654 -1.551  -1.350
N: -0.358 -0.958 -1.601  -0.224
H: 1.127 -0.070 -2.826  0.468
H: 1.123 0.352 -1.092  -0.486
H: -1.165 1.323 -1.395  -0.720
H: -0.973 0.477 -3.888  0.266
H: -2.100 1.651 -3.516  0.308
H: -0.565 2.263 -4.098  0.400
H: -0.002 3.430 -1.056  0.289
H: 0.169 3.523 -2.655  0.555
H: 2.401 3.610 -1.211  0.319
H: 2.298 2.001 -0.774  0.305
H: 2.511 2.518 -2.477  0.353
H: -0.443 -1.420 -2.517  0.376
H: -1.258 -0.639 -1.297  -0.056
H: 3.503 -1.104 0.191  0.294
H: 3.916 0.395 0.340  0.212
O: 3.273 -0.270 0.603  -0.526
H: -3.583 -1.402 -1.032  0.308
H: -3.316 -0.126 -0.391  0.326
O: -3.208 -0.545 -1.263  -0.663
H: -1.541 -3.175 1.000  0.244
H: -0.476 -3.590 1.903  0.534
O: -1.463 -3.717 1.810  -0.725
H: -2.169 1.623 1.995  0.335
H: -2.897 1.842 0.636  0.311
O: -3.024 1.808 1.592  -0.679
H: -2.031 -2.906 3.249  0.391
H: -1.112 -2.361 4.421  0.310
O: -1.821 -2.075 3.805  -0.769
H: 1.454 -3.331 0.521  0.372
H: 1.357 -2.207 1.416  0.331
O: 1.165 -3.160 1.451  -0.700
H: 0.549 4.372 1.553  0.341
H: 0.549 3.169 0.930  0.101
O: 0.094 4.010 0.767  -0.647
H: -2.738 -1.080 2.095  0.273
H: -3.713 -0.032 2.024  0.345
O: -3.511 -0.863 1.563  -0.625
H: -1.264 -5.388 -0.940  0.295
H: -0.893 -3.828 -0.715  0.277
O: -1.545 -4.472 -1.000  -0.616
H: 0.896 0.342 1.606  0.363
H: 1.626 0.601 0.219  -0.458
O: 1.000 0.980 0.871  -0.078
H: 4.385 2.684 1.361  0.278
H: 3.096 2.388 2.138  0.298
O: 3.463 3.021 1.504  -0.593
H: 0.042 0.455 3.449  0.317
H: -0.499 -0.789 3.215  0.361
O: 0.387 -0.363 3.065  -0.658
H: 2.400 -2.821 -2.043  0.306
H: 1.225 -2.155 -1.461  0.333
O: 2.034 -2.644 -1.158  -0.730

Summary:
Lowest unoccupied orbital energy in Ha: -0.0033
HOMO energy in eV: -9.6
HOMO-LUMO gap in eV: 9.508
Energy relative to the best compared isomer or geometry (same formula, charge and spin) in eV: 3.265

For each record above, in turn, the calculated max |F| values are 4.7; 1.5; 0.2; 4.7; 2.6; 2.7; 2.7; 3.1 eV/Å.